(1)
Here is one molecule with the formula C4H9NO in a non-equilibrium geometry from OMol25. Energies are from ωB97M-V with the def2-TZVPD basis set.

Properties
**Orbital gap**: 9.67 eV
**HOMO level**: -8.800 eV
**Charge**: 0
**SMILES**: CC(=O)N(C)C
**Energy above the lowest of the compared OMol25 structures with the same formula, charge and spin**: 307.6 kJ/mol

Last columns: bonded neighbours and bond lengths (Å).
Geometry (Å):
1 C -1.7417 0.3300 0.2286  C2 1.544, H7 0.967, H8 1.051, H9 1.163
2 C -0.6615 0.6233 -0.8352  C1 1.544, O3 1.195, N4 1.375
3 O -0.8726 1.2079 -1.8560  C2 1.195
4 N 0.5495 0.0670 -0.4971  C2 1.375, C5 1.456, C6 1.503
5 C 1.5110 0.7762 0.3355  N4 1.456, H10 1.182, H11 1.175, H12 1.134
6 C 0.4395 -1.4068 -0.2224  N4 1.503, H13 1.175, H14 1.158, H15 1.072
7 H -2.4742 0.9612 0.2288  C1 0.967
8 H -1.5852 0.4146 1.2649  C1 1.051
9 H -1.9968 -0.8025 0.1521  C1 1.163
10 H 0.9951 0.9235 1.3891  C5 1.182
11 H 1.6996 1.8958 0.0316  C5 1.175
12 H 2.5784 0.4114 0.4475  C5 1.134
13 H -0.0547 -2.0781 -1.0501  C6 1.175
14 H 1.5159 -1.7937 -0.4041  C6 1.158
15 H 0.0977 -1.5299 0.7866  C6 1.072

Atomic partial charges in e from the natural (NBO) method, atoms 1 to 2: C -0.74; C 0.73

---

(2)
Here is one molecule with the formula C4H9NO from OMol25. Energies are from ωB97M-V with the def2-TZVPD basis set.

Properties
**Orbital gap**: 10.72 eV
**HOMO level**: -9.800 eV
**Charge**: 0
**SMILES**: CC(C)NC=O
**Energy above the lowest of the compared OMol25 structures with the same formula, charge and spin**: 32.5 kJ/mol

Last columns: bonded neighbours and bond lengths (Å).
Geometry (Å):
1 C 1.0755 -1.0561 -0.0360  C2 1.527, H7 1.096, H8 1.097, H9 1.093
2 C 0.2622 0.2209 -0.2370  C1 1.527, C3 1.524, N4 1.461, H10 1.097
3 C -0.2302 0.3584 -1.6725  C2 1.524, H11 1.095, H12 1.098, H13 1.094
4 N -0.8818 0.2765 0.6701  C2 1.461, C5 1.355, H14 1.009
5 C -0.7359 0.5585 1.9873  N4 1.355, O6 1.217, H15 1.107
6 O 0.3335 0.7309 2.5419  C5 1.217
7 H 1.9699 -1.0379 -0.6691  C1 1.096
8 H 0.4831 -1.9391 -0.3038  C1 1.097
9 H 1.3897 -1.1418 1.0074  C1 1.093
10 H 0.8985 1.0771 0.0171  C2 1.097
11 H -0.8172 1.2729 -1.8108  C3 1.095
12 H -0.8507 -0.5023 -1.9542  C3 1.098
13 H 0.6200 0.3905 -2.3605  C3 1.094
14 H -1.8132 0.1655 0.2990  N4 1.009
15 H -1.7035 0.6261 2.5213  C5 1.107

Atomic partial charges in e from the natural (NBO) method, atoms 1 to 2: C -0.62; C -0.06

---

(3)
Here is one molecule with the formula C4H9NO in a non-equilibrium geometry from OMol25. Energies are from ωB97M-V with the def2-TZVPD basis set.

Properties
**Orbital gap**: 8.99 eV
**HOMO level**: -8.047 eV
**Charge**: 0
**SMILES**: CN(C)CC=O
**Energy above the lowest of the compared OMol25 structures with the same formula, charge and spin**: 248.8 kJ/mol

Last columns: bonded neighbours and bond lengths (Å).
Geometry (Å):
1 C 1.2091 0.6675 0.3936  N2 1.450, H7 1.104, H8 1.108, H9 1.092
2 N 0.1332 -0.2916 0.2354  C1 1.450, C3 1.457, C4 1.508
3 C -0.3089 -0.7646 1.5408  N2 1.457, H10 1.112, H11 1.092, H12 1.108
4 C -0.3983 -0.6289 -1.1347  N2 1.508, C5 1.517, H13 1.101, H14 1.130
5 C -0.8696 0.7215 -1.6396  C4 1.517, O6 1.203, H15 1.106
6 O -1.6109 1.3949 -0.9730  C5 1.203
7 H 2.1545 0.1743 0.6790  C1 1.104
8 H 0.9793 1.4093 1.1833  C1 1.108
9 H 1.3671 1.2280 -0.5304  C1 1.092
10 H -0.4999 0.0872 2.2298  C3 1.112
11 H -1.2329 -1.3451 1.4941  C3 1.092
12 H 0.4671 -1.3812 2.0369  C3 1.108
13 H -1.2552 -1.3136 -1.0410  C4 1.101
14 H 0.2626 -1.0947 -1.9247  C4 1.130
15 H -0.3969 1.1370 -2.5495  C5 1.106

Atomic partial charges in e from the natural (NBO) method, atoms 1 to 2: C -0.40; N -0.46

---

What is the formula in the second record? C4H9NO

---

Among the records above, which one has the lowest energy above the lowest of the compared OMol25 structures with the same formula, charge and spin? number 2

---

orbital gap of number 2 (C4H9NO)? 10.72 eV